Entry 1:
Computed, not measured: a 2-piece molecular cluster, C36H56Cl2N2OS overall at a distorted geometry, with wB97M-V/def2-TZVPD.

Each line ends with the Mulliken charge.
CARTESIAN COORDINATES (ANGSTROEM)
1 C -4.329 2.736 -7.856  -0.76
2 C -5.787 2.305 -8.475  -0.45
3 C -5.971 0.700 -8.759  -0.57
4 C -5.091 -0.284 -7.787  -0.53
5 C -5.540 -0.205 -6.181  -0.61
6 C -4.290 -0.618 -5.163  -0.40
7 C -4.742 -0.693 -3.578  -0.66
8 C -4.295 -2.078 -2.812  -0.57
9 C -2.759 -2.078 -2.232  -0.51
10 C -2.679 -2.074 -0.568  -0.55
11 C -1.305 -2.827 -0.043  -0.60
12 C -1.073 -2.662 1.605  -0.39
13 C -0.540 -4.107 2.168  -0.61
14 C 0.520 -4.000 3.428  -0.28
15 C 1.224 -5.461 3.679  -0.52
16 C 2.252 -5.485 4.995  -0.72
17 C 3.308 -4.221 4.722  0.26
18 C 2.938 -2.785 5.483  -0.54
19 C 3.933 -1.516 5.188  0.17
20 C 5.279 -1.578 4.197  -0.18
21 C 5.619 -3.036 3.451  0.46
22 C 6.922 -3.158 2.410  -0.29
23 Cl 7.565 -4.932 2.384  -0.18
24 C 6.413 -2.845 0.883  0.07
25 C 7.609 -2.348 -0.146  -0.98
26 Cl 5.048 -1.597 0.750  -0.14
27 C 4.614 -4.339 3.738  -0.44
28 N 6.148 -0.357 3.992  -0.28
29 C 5.360 0.870 3.589  0.18
30 C 5.756 1.839 2.293  -0.39
31 C 4.867 3.183 1.859  -0.60
32 C 3.542 3.608 2.766  0.47
33 C 2.568 4.917 2.399  -0.60
34 N 1.310 4.967 3.239  -0.40
35 C 0.273 3.933 2.756  -0.36
36 C 3.152 2.689 4.075  -0.29
37 C 4.027 1.361 4.472  0.17
38 S 3.608 0.211 5.940  -0.28
39 H -4.190 2.288 -6.772  0.11
40 H -4.258 3.921 -7.765  0.32
41 H -3.481 2.363 -8.588  0.23
42 H -5.987 2.958 -9.455  0.31
43 H -6.614 2.631 -7.705  0.25
44 H -5.666 0.526 -9.896  0.29
45 H -7.128 0.441 -8.699  0.24
46 H -3.943 -0.031 -7.890  0.23
47 H -5.270 -1.405 -8.133  0.36
48 H -6.485 -0.890 -6.057  0.35
49 H -5.911 0.907 -6.022  0.22
50 H -3.494 0.263 -5.245  0.15
51 H -3.851 -1.649 -5.567  0.27
52 H -4.289 0.213 -2.987  0.31
53 H -5.912 -0.588 -3.561  0.33
54 H -5.051 -2.380 -1.940  0.30
55 H -4.339 -2.936 -3.637  0.29
56 H -2.263 -3.112 -2.559  0.28
57 H -2.178 -1.178 -2.714  0.29
58 H -3.671 -2.569 -0.148  0.29
59 H -2.685 -0.945 -0.248  0.21
60 H -0.386 -2.374 -0.618  0.20
61 H -1.427 -3.982 -0.274  0.32
62 H -2.111 -2.377 2.111  0.31
63 H -0.328 -1.769 1.737  0.29
64 H -1.489 -4.687 2.590  0.18
65 H 0.011 -4.678 1.308  0.31
66 H -0.022 -3.579 4.402  0.16
67 H 1.292 -3.142 3.123  0.21
68 H 0.342 -6.246 3.783  0.33
69 H 1.889 -5.694 2.727  0.24
70 H 2.805 -6.525 5.085  0.31
71 H 1.558 -5.243 5.924  0.29
72 H 2.002 -2.682 6.192  0.22
73 H 7.805 -2.490 2.790  0.29
74 H 5.994 -3.872 0.454  0.36
75 H 8.012 -1.253 0.110  0.25
76 H 7.080 -2.236 -1.210  0.32
77 H 8.473 -3.139 -0.145  0.27
78 H 4.805 -5.387 3.219  0.21
79 H 6.939 -0.522 3.331  0.37
80 H 6.715 1.479 1.684  0.10
81 H 5.170 3.822 0.905  0.25
82 H 3.212 5.895 2.414  0.36
83 H 2.212 4.712 1.278  0.30
84 H 0.805 5.879 3.158  0.31
85 H 0.710 3.204 1.938  0.28
86 H 0.071 3.249 3.711  0.20
87 H -0.729 4.457 2.404  -0.09
88 H 2.199 2.932 4.749  0.19
89 C -3.294 8.202 1.673  -1.11
90 C -2.638 6.863 1.466  0.83
91 C -3.519 5.716 1.050  -1.06
92 O -1.429 6.713 1.631  -0.52
93 H -2.537 8.935 1.971  0.28
94 H -3.758 8.537 0.742  0.33
95 H -4.043 8.131 2.466  0.33
96 H -3.993 5.940 0.091  0.36
97 H -4.278 5.533 1.816  0.31
98 H -2.910 4.813 0.938  0.25

Results
Kohn-Sham gap, eV: 7.446
E_HOMO, eV: -7.4
Total charge: 0
Structure (SMILES): CCCCCCCCCCCCCCCCc1cc2c(c([C@@H](Cl)[C@H](C)Cl)c1)Nc1ccc(CNC)cc1S2.CC(C)=O


Entry 2:
Computed, not measured: C22H33CaCl6N4O5S2Si3 as an isolated structure at a distorted geometry, with wB97M-V/def2-TZVPD.

Each line ends with the Mulliken charge.
CARTESIAN COORDINATES (ANGSTROEM)
1 Ca -0.797 -0.364 0.033  0.83
2 C 3.423 -1.040 0.388  -1.35
3 O 2.221 -0.565 -0.191  0.44
4 Si 1.815 -0.751 -1.810  0.54
5 C 3.383 -0.410 -2.785  -1.46
6 C 1.478 -2.577 -2.048  -1.08
7 C 0.447 0.427 -1.985  0.75
8 Si 0.945 2.154 -1.630  0.08
9 C 1.740 2.386 0.062  -0.38
10 C -0.555 3.299 -1.680  -1.34
11 C 2.170 2.975 -2.796  -1.02
12 Si -0.620 0.258 -3.472  0.26
13 C -2.365 0.966 -3.314  -1.18
14 C -0.878 -1.504 -4.064  -1.26
15 C 0.054 1.201 -4.965  -1.26
16 H 4.281 -0.872 -0.271  0.44
17 H 3.364 -2.114 0.609  0.24
18 H 3.595 -0.516 1.325  0.28
19 H 4.081 -1.253 -2.724  0.38
20 H 3.896 0.482 -2.401  0.35
21 H 3.154 -0.232 -3.843  0.29
22 H 1.869 -3.128 -1.185  0.32
23 H 1.965 -2.960 -2.952  0.40
24 H 0.411 -2.810 -2.124  0.12
25 H 1.149 1.934 0.875  -0.28
26 H 1.882 3.450 0.289  0.42
27 H 2.720 1.896 0.085  0.25
28 H -1.378 2.924 -1.053  0.18
29 H -0.952 3.359 -2.705  0.36
30 H -0.298 4.320 -1.363  0.40
31 H 3.087 2.383 -2.900  0.27
32 H 2.450 3.963 -2.406  0.32
33 H 1.752 3.107 -3.801  0.28
34 H -2.528 1.497 -2.374  0.20
35 H -3.114 0.169 -3.361  0.38
36 H -2.566 1.671 -4.130  0.47
37 H -1.432 -2.084 -3.314  0.19
38 H 0.061 -2.028 -4.279  0.33
39 H -1.476 -1.482 -4.983  0.40
40 H -0.006 2.284 -4.786  0.32
41 H -0.540 0.977 -5.863  0.35
42 H 1.107 0.956 -5.174  0.26
43 N -2.865 -2.590 3.469  -0.15
44 C -2.401 -1.488 4.142  0.19
45 N -1.896 -0.434 3.578  0.07
46 C -1.462 0.472 4.522  -0.21
47 C -1.648 0.119 5.811  -0.34
48 S -2.377 -1.442 5.887  -0.28
49 C -0.849 1.736 4.058  -0.19
50 C -0.067 2.542 4.804  -0.42
51 S 0.425 3.913 3.880  -0.32
52 C -0.457 3.279 2.522  0.47
53 N -1.053 2.152 2.745  -0.12
54 N -0.565 3.996 1.345  -0.41
55 H -3.088 -2.419 2.498  0.20
56 H -3.489 -3.205 3.959  0.25
57 H -1.416 0.673 6.710  0.43
58 H 0.273 2.399 5.819  0.46
59 H -0.983 3.474 0.589  0.17
60 H 0.240 4.532 1.070  0.31
61 O -3.707 -1.191 0.981  -0.70
62 Cl -3.489 -0.433 -0.224  1.60
63 O -4.718 -0.096 -0.859  -0.68
64 O -2.613 -1.214 -1.116  -0.55
65 O -2.727 0.789 0.115  -0.71
66 Cl -1.453 -4.037 -0.153  -0.20
67 C -0.554 -3.552 1.281  0.69
68 C -0.152 -2.224 1.416  -1.02
69 C 0.555 -1.976 2.585  0.75
70 Cl 1.174 -0.348 2.834  -0.19
71 C 0.803 -2.914 3.581  -0.17
72 Cl 1.604 -2.473 5.054  -0.20
73 C 0.377 -4.223 3.391  0.34
74 Cl 0.688 -5.427 4.593  -0.23
75 C -0.293 -4.552 2.219  -0.12
76 Cl -0.811 -6.187 1.965  -0.22

Results
Kohn-Sham gap, eV: 7.578
Relative energy (zero: lowest compared OMol25 entry of this formula, charge and spin), kcal per mole: 12.3
E_HOMO, eV: -5.4
Total charge: -1


Entry 3:
Computed, not measured: one molecule with the formula C3H7N3O, with wB97M-V/def2-TZVPD.

Each line ends with the natural charge from an NBO analysis.
CARTESIAN COORDINATES (ANGSTROEM)
1 C 1.629 -0.628 -0.149  -0.42
2 N 0.393 0.046 0.257  -0.48
3 C 0.110 1.405 -0.358  0.77
4 O 0.885 2.329 -0.380  -0.60
5 N -1.099 1.072 -0.766  -0.69
6 C -1.050 -0.505 -0.203  0.31
7 N -1.776 -0.878 0.802  -0.91
8 H 1.618 -0.760 -1.233  0.22
9 H 1.679 -1.602 0.342  0.22
10 H 2.485 -0.006 0.123  0.23
11 H 0.291 0.080 1.275  0.44
12 H -1.786 1.707 -1.150  0.41
13 H -0.904 -1.087 -1.124  0.16
14 H -2.375 -1.656 0.553  0.35

Results
Kohn-Sham gap, eV: 9.115
Relative energy (zero: lowest compared OMol25 entry of this formula, charge and spin), kcal per mole: 62.4
E_HOMO, eV: -8.3
Total charge: 0


Entry 4:
Computed, not measured: C28H36CaN4O2P2 as an isolated structure at a distorted geometry, with wB97M-V/def2-TZVPD.

Each line ends with the Mulliken charge.
CARTESIAN COORDINATES (ANGSTROEM)
1 Ca 0.955 4.013 3.919  1.72
2 C 2.651 4.203 2.487  -0.62
3 C 1.512 3.932 1.736  -0.93
4 C 1.161 2.577 1.143  -0.42
5 C 0.243 1.730 2.057  -0.17
6 C 0.550 1.857 3.532  -0.50
7 C 1.815 1.936 4.105  -0.30
8 C 3.124 1.828 3.342  -0.81
9 C 3.699 3.201 2.915  -0.69
10 C -0.095 3.954 5.710  -1.99
11 H 2.951 5.245 2.577  0.50
12 H 0.983 4.786 1.317  0.64
13 H 2.078 2.029 0.910  0.16
14 H 0.648 2.736 0.189  0.54
15 H -0.794 2.053 1.911  0.42
16 H 0.284 0.674 1.749  -0.15
17 H -0.283 1.626 4.194  0.49
18 H 1.879 1.793 5.181  0.39
19 H 2.990 1.184 2.469  0.31
20 H 3.861 1.329 3.980  0.42
21 H 4.238 3.636 3.763  0.48
22 H 4.442 3.060 2.114  0.43
23 H 0.212 4.766 6.377  0.37
24 H 0.041 2.996 6.229  0.29
25 H -1.163 4.083 5.495  0.39
26 P -1.866 -2.824 -0.920  -0.20
27 P -1.005 -0.491 -2.895  -0.35
28 N -0.900 -3.837 0.124  0.31
29 N -3.340 -3.723 -1.079  0.45
30 N 0.725 -0.521 -2.984  0.53
31 N -1.453 0.465 -4.286  0.36
32 C -1.068 -3.250 -2.537  -0.83
33 C -1.380 -2.171 -3.581  -1.06
34 C -0.058 -3.268 1.078  -0.38
35 C 0.786 -4.245 1.550  -0.53
36 C 0.457 -5.457 0.869  -0.63
37 C -0.570 -5.181 -0.005  -0.15
38 C -4.495 -3.323 -0.404  -0.38
39 C -5.477 -4.251 -0.633  -0.60
40 C -4.921 -5.264 -1.473  -0.64
41 C -3.616 -4.925 -1.732  -0.25
42 C 1.497 0.251 -2.114  -0.39
43 C 2.817 0.108 -2.458  -0.34
44 C 2.872 -0.776 -3.578  -0.94
45 C 1.587 -1.147 -3.886  -0.31
46 C -0.906 0.480 -5.564  -0.13
47 C -1.777 1.146 -6.396  -0.63
48 C -2.906 1.545 -5.616  -0.50
49 C -2.685 1.117 -4.329  -0.46
50 H -1.446 -4.233 -2.840  0.48
51 H 0.016 -3.332 -2.415  0.51
52 H -0.779 -2.296 -4.489  0.43
53 H -2.434 -2.238 -3.867  0.48
54 H -0.150 -2.219 1.320  0.31
55 H 1.540 -4.115 2.314  0.41
56 H 0.911 -6.426 1.021  0.43
57 H -1.105 -5.817 -0.692  0.28
58 H -4.490 -2.407 0.169  0.40
59 H -6.488 -4.210 -0.251  0.41
60 H -5.428 -6.140 -1.853  0.43
61 H -2.869 -5.425 -2.330  0.35
62 H 1.015 0.821 -1.333  0.23
63 H 3.654 0.576 -1.960  0.45
64 H 3.762 -1.110 -4.095  0.44
65 H 1.215 -1.806 -4.655  0.47
66 H 0.055 0.030 -5.758  0.34
67 H -1.614 1.346 -7.447  0.42
68 H -3.767 2.099 -5.960  0.41
69 H -3.278 1.206 -3.431  0.36
70 O 3.783 6.488 6.233  -0.64
71 C 2.808 6.040 5.478  0.18
72 O 2.683 4.753 5.257  -0.74
73 H 2.104 6.733 5.034  0.27

Results
Kohn-Sham gap, eV: 6.020
Relative energy (zero: lowest compared OMol25 entry of this formula, charge and spin), kcal per mole: 94.0
E_HOMO, eV: -6.8
Total charge: 0


Entry 5:
Computed, not measured: one molecule with the formula C8H8 at a distorted geometry, with wB97M-V/def2-TZVPD.

Each line ends with the natural charge from an NBO analysis.
CARTESIAN COORDINATES (ANGSTROEM)
1 C -2.223 1.074 0.084  -0.44
2 C -1.261 0.194 0.130  0.07
3 C -1.159 -1.093 -0.461  -0.28
4 C -0.054 -1.812 -0.151  -0.12
5 C 0.903 -1.008 0.694  -0.31
6 C 1.434 0.288 0.203  0.03
7 C 2.144 0.867 -0.737  -0.37
8 C 0.321 0.317 1.151  -0.26
9 H -2.133 1.931 0.586  0.21
10 H -2.959 0.748 -0.592  0.20
11 H -1.883 -1.545 -1.012  0.21
12 H 0.226 -2.800 -0.385  0.21
13 H 1.504 -1.708 1.468  0.22
14 H 2.123 1.855 -0.940  0.19
15 H 2.782 0.331 -1.250  0.19
16 H 0.200 0.795 2.092  0.24

Results
Kohn-Sham gap, eV: 9.485
Relative energy (zero: lowest compared OMol25 entry of this formula, charge and spin), kcal per mole: 104.9
E_HOMO, eV: -8.5
Total charge: 0
Structure (SMILES): C=C1C=C[C@H]2C(=C)[C@@H]12


Entry 6:
Computed, not measured: C16H25AsN4OSSeSi2Ta as an isolated structure, with wB97M-V/def2-TZVPD.

Each line ends with the natural charge from an NBO analysis.
CARTESIAN COORDINATES (ANGSTROEM)
1 Ta -0.014 0.414 -1.142  1.57
2 O -0.723 -1.015 -2.224  -0.55
3 N -0.106 -1.635 -3.258  0.00
4 C -0.850 -2.427 -4.062  0.05
5 C -0.226 -3.064 -5.099  -0.21
6 C 1.146 -2.874 -5.290  -0.07
7 C 1.869 -2.060 -4.441  -0.21
8 C 1.225 -1.423 -3.386  0.05
9 S 2.021 -0.453 -2.177  -0.01
10 H -1.900 -2.494 -3.819  0.27
11 H -0.806 -3.700 -5.753  0.28
12 H 1.650 -3.370 -6.109  0.27
13 H 2.931 -1.907 -4.571  0.28
14 Se 1.970 3.807 -1.526  1.24
15 N 0.694 4.984 -1.690  -0.48
16 C -0.493 4.393 -1.611  0.05
17 C -1.804 4.952 -1.714  -0.04
18 C -2.857 4.086 -1.618  -0.25
19 C -2.668 2.688 -1.433  0.20
20 N -1.470 2.138 -1.324  -0.59
21 C -0.416 2.999 -1.404  0.33
22 N 0.794 2.449 -1.309  -0.81
23 H -1.940 6.015 -1.868  0.29
24 H -3.873 4.448 -1.693  0.29
25 H -3.525 2.028 -1.380  0.25
26 C -1.320 1.120 3.877  -1.16
27 Si 0.277 1.358 2.986  1.62
28 C 1.778 0.740 3.863  -1.16
29 C 0.482 3.029 2.207  -1.16
30 As 0.059 -0.290 1.108  -0.30
31 Si 0.342 -2.684 1.802  1.63
32 C -0.682 -2.748 3.337  -1.17
33 C 2.172 -2.748 2.041  -1.16
34 C -0.313 -3.666 0.377  -1.16
35 H -1.313 1.780 4.752  0.29
36 H -1.438 0.099 4.244  0.27
37 H -2.190 1.384 3.274  0.26
38 H 1.930 1.371 4.746  0.29
39 H 2.682 0.802 3.257  0.27
40 H 1.657 -0.284 4.222  0.26
41 H 0.513 3.772 3.011  0.29
42 H -0.358 3.295 1.562  0.23
43 H 1.423 3.108 1.661  0.24
44 H -0.321 -2.064 4.108  0.26
45 H -0.611 -3.759 3.751  0.29
46 H -1.737 -2.549 3.143  0.27
47 H 2.515 -2.060 2.815  0.26
48 H 2.715 -2.538 1.118  0.26
49 H 2.443 -3.759 2.364  0.29
50 H -1.359 -3.439 0.165  0.26
51 H -0.257 -4.727 0.638  0.29
52 H 0.282 -3.522 -0.523  0.24

Results
Kohn-Sham gap, eV: 6.272
Relative energy (zero: lowest compared OMol25 entry of this formula, charge and spin), kcal per mole: 0.0
E_HOMO, eV: -17.3
Total charge: +3


Entry 7:
Computed, not measured: C31H38F6N4OP2Ti as an isolated structure at a distorted geometry, with wB97M-V/def2-TZVPD.

Each line ends with the Löwdin spin population.
CARTESIAN COORDINATES (ANGSTROEM)
1 Ti -0.200 -0.370 -0.696  1.07
2 C -1.601 1.512 -1.116  0.23
3 C -1.645 0.488 -2.077  0.08
4 C -1.046 0.667 -3.447  0.03
5 C 0.409 0.216 -3.700  0.04
6 C 1.241 0.002 -2.472  0.19
7 C 1.337 0.950 -1.459  0.08
8 C 0.810 2.365 -1.581  0.02
9 C -0.636 2.636 -1.063  0.05
10 C 1.015 -1.926 -0.128  0.01
11 H -2.464 1.654 -0.474  0.01
12 H -2.420 -0.293 -1.993  0.01
13 H -1.095 1.733 -3.715  0.00
14 H -1.700 0.109 -4.136  0.00
15 H 0.397 -0.728 -4.269  0.00
16 H 0.883 0.947 -4.392  0.01
17 H 1.906 -0.863 -2.487  0.01
18 H 2.017 0.774 -0.612  0.01
19 H 0.878 2.731 -2.621  0.00
20 H 1.487 2.992 -0.969  0.00
21 H -0.551 2.954 -0.010  0.00
22 H -1.000 3.540 -1.587  0.02
23 H 1.512 -1.685 0.825  0.00
24 H 1.755 -2.141 -0.912  0.00
25 H 0.342 -2.788 0.014  0.00
26 P 1.457 -1.024 -7.725  0.00
27 P -2.063 -0.665 -7.486  0.00
28 N 2.890 -0.022 -7.935  0.00
29 N 2.096 -2.293 -8.795  0.00
30 N -2.211 1.108 -7.540  0.00
31 N -3.696 -0.957 -8.054  0.00
32 C 0.378 -0.202 -8.984  0.00
33 C -1.058 -0.799 -9.051  0.00
34 C 3.596 0.445 -6.821  0.00
35 C 4.640 1.239 -7.272  0.00
36 C 4.562 1.291 -8.705  0.00
37 C 3.458 0.542 -9.083  0.00
38 C 2.227 -3.611 -8.337  0.00
39 C 2.743 -4.393 -9.362  0.00
40 C 2.902 -3.544 -10.513  0.00
41 C 2.486 -2.267 -10.135  0.00
42 C -1.851 1.802 -6.382  0.00
43 C -1.934 3.161 -6.615  0.00
44 C -2.271 3.324 -7.995  0.00
45 C -2.388 2.054 -8.549  0.00
46 C -4.508 -0.277 -8.973  0.00
47 C -5.574 -1.097 -9.328  0.00
48 C -5.432 -2.323 -8.587  0.00
49 C -4.293 -2.211 -7.815  0.00
50 H 0.831 -0.211 -9.992  0.00
51 H 0.363 0.849 -8.645  0.00
52 H -1.613 -0.318 -9.874  0.00
53 H -1.042 -1.885 -9.265  0.00
54 H 3.270 0.155 -5.830  0.00
55 H 5.379 1.709 -6.649  0.00
56 H 5.241 1.793 -9.370  0.00
57 H 3.030 0.394 -10.063  0.00
58 H 1.903 -3.842 -7.331  0.00
59 H 2.961 -5.453 -9.303  0.00
60 H 3.251 -3.838 -11.494  0.00
61 H 2.400 -1.370 -10.724  0.00
62 H -1.496 1.232 -5.550  0.00
63 H -1.751 3.925 -5.872  0.00
64 H -2.383 4.264 -8.512  0.00
65 H -2.551 1.758 -9.572  0.00
66 H -4.282 0.731 -9.284  0.00
67 H -6.355 -0.857 -10.033  0.00
68 H -6.101 -3.176 -8.627  0.00
69 H -3.829 -2.890 -7.110  0.00
70 C -2.435 -0.753 2.196  0.00
71 C -1.264 0.211 2.163  0.01
72 O -0.529 0.214 0.972  0.08
73 C -1.769 1.648 2.484  0.00
74 F -2.363 1.738 3.708  0.00
75 F -0.797 2.591 2.405  0.00
76 F -2.723 2.009 1.573  0.00
77 C -0.240 -0.163 3.279  0.00
78 F -0.760 -0.178 4.538  0.00
79 F 0.228 -1.424 3.032  0.00
80 F 0.841 0.648 3.283  0.00
81 H -3.169 -0.488 1.422  0.00
82 H -2.893 -0.660 3.189  0.00
83 H -2.091 -1.789 2.057  0.00

Results
Kohn-Sham gap (spin up / spin down), eV: 6.781 / 8.172
Relative energy (zero: lowest compared OMol25 entry of this formula, charge and spin), kcal per mole: 0.0
E_HOMO (spin up / spin down), eV: -6.7 / -8.4
Total charge: 0
Spin multiplicity: 3